{"formula": "C5H9NO", "method": "ωB97M-V/def2-TZVPD", "elements": ["O", "C", "N", "H", "H", "H", "H", "C", "H", "C", "H", "C", "H", "H", "C", "H"], "xyz": [[2.846, 0.852, -1.398], [2.395, 0.112, -0.553], [1.256, 0.366, 0.140], [1.022, 1.340, -0.025], [-0.420, -1.811, -0.494], [-1.629, -0.171, -1.701], [0.070, 0.031, 1.849], [0.422, -0.475, 0.949], [-1.761, 1.598, 0.809], [-1.491, 0.004, -0.643], [-2.572, 1.763, -0.801], [-2.001, 1.122, -0.135], [2.987, -0.779, -0.277], [1.106, -1.273, 1.258], [-0.791, -1.036, 0.198], [-1.439, -1.647, 0.826]], "mulliken_charge": [-0.569, 0.055, -0.046, 0.261, 0.293, 0.306, 0.326, -0.787, 0.270, -0.085, 0.262, -0.775, 0.281, 0.335, -0.513, 0.385], "charge": 0, "lumo_ev": 0.907, "gap_ha": 0.390, "smiles": "C=CCCNC=O", "homo_ev": -9.71}



{"formula": "C5H9NO", "method": "ωB97M-V/def2-TZVPD", "elements": ["H", "H", "C", "H", "C", "N", "H", "H", "H", "H", "C", "H", "H", "C", "O", "C"], "xyz": [[-2.288, -0.087, 0.196], [-0.976, 1.791, 1.413], [-0.213, 0.372, 0.009], [-1.386, -1.304, -0.708], [1.302, -1.316, -0.673], [0.976, 0.014, -0.534], [0.617, -1.920, -1.258], [-0.735, 2.473, -0.198], [-1.784, 0.258, -1.467], [1.749, 0.601, -0.243], [-1.481, -0.232, -0.528], [2.353, -1.496, -0.886], [0.662, 2.160, 0.858], [-0.314, 1.775, 0.541], [1.044, -1.649, 2.235], [0.475, -1.439, 1.244]], "mulliken_charge": [0.351, 0.329, 0.728, 0.321, -0.671, -0.151, 0.220, 0.307, 0.348, 0.252, -1.284, 0.310, 0.363, -1.318, -0.352, 0.249], "charge": 0, "lumo_ev": 0.952, "gap_ha": 0.303, "homo_ev": -7.30}



{"formula": "C5H9NO", "method": "ωB97M-V/def2-TZVPD", "elements": ["C", "C", "H", "O", "H", "H", "H", "C", "C", "C", "H", "H", "N", "H", "H", "H"], "xyz": [[0.625, -0.394, 0.564], [0.961, 0.637, -0.448], [2.021, 0.699, -0.726], [-1.033, -1.474, 1.947], [1.376, 1.805, 1.299], [-0.285, 1.366, 0.976], [0.192, 1.844, -2.074], [0.062, 0.835, -1.664], [-0.701, -0.618, 0.873], [-1.399, -1.853, 0.620], [0.292, 0.114, -2.455], [1.446, -0.696, 1.216], [0.655, 1.597, 0.626], [-2.456, -1.922, 0.397], [-0.985, 0.712, -1.377], [-0.769, -2.652, 0.226]], "mulliken_charge": [-0.429, 0.475, 0.350, -0.462, 0.287, 0.377, 0.358, -1.311, -0.087, -0.364, 0.309, 0.380, -0.669, 0.259, 0.295, 0.231], "charge": 0, "lumo_ev": 0.606, "gap_ha": 0.297, "smiles": "C[C@@H](N)/C=C1\\CO1", "homo_ev": -7.46}



{"formula": "C5H9NO", "method": "ωB97M-V/def2-TZVPD", "elements": ["H", "H", "C", "C", "C", "H", "H", "O", "C", "H", "H", "C", "H", "N", "H", "H"], "xyz": [[0.610, -1.605, -0.831], [-0.108, 2.439, -2.020], [0.230, -1.205, 0.099], [-0.168, 2.337, -0.933], [-0.517, -0.021, 0.064], [0.165, -1.700, 2.196], [-0.687, -2.857, 1.140], [-1.607, 0.282, 0.847], [0.281, 0.970, -0.526], [1.950, 0.799, -1.552], [-2.175, -0.493, 0.914], [0.178, -2.191, 1.223], [-1.193, 2.509, -0.608], [1.500, 0.454, -0.694], [0.474, 3.103, -0.496], [1.068, -2.820, 1.178]], "mulliken_charge": [0.295, 0.315, 0.086, -1.131, 0.166, 0.303, 0.339, -0.539, 0.592, 0.172, 0.334, -1.249, 0.292, -0.650, 0.318, 0.356], "charge": 0, "lumo_ev": [0.596, 0.596], "gap_ha": [0.311, 0.311], "smiles": "[H]/N=C(C)/C(O)=C/C", "homo_ev": [-7.87, -7.87]}



{"formula": "C5H9NO", "method": "ωB97M-V/def2-TZVPD", "elements": ["H", "H", "H", "C", "C", "H", "H", "H", "H", "N", "H", "H", "C", "C", "C", "O"], "xyz": [[-1.816, -1.134, 0.884], [-1.158, -2.207, -0.361], [-1.019, 2.036, -0.936], [0.717, 1.381, 0.363], [-1.568, -1.207, -0.181], [0.868, 1.700, 1.399], [-1.481, 1.418, 0.670], [-2.492, -1.106, -0.760], [-0.385, -0.211, -1.676], [1.536, -1.109, 0.185], [3.161, -1.735, 0.605], [1.399, 1.956, -0.274], [-0.755, 1.331, -0.144], [-0.566, -0.143, -0.595], [0.775, -0.109, 0.086], [2.783, -0.859, 0.735]], "mulliken_charge": [0.344, 0.341, 0.283, -0.371, -1.438, 0.273, 0.267, 0.371, 0.254, -0.492, 0.392, 0.233, -0.690, 0.465, 0.155, -0.386], "charge": 0, "lumo_ev": 1.104, "gap_ha": 0.386, "smiles": "C[C@H]1CC/C1=N\\O", "homo_ev": -9.41}



{"formula": "C5H9NO", "method": "ωB97M-V/def2-TZVPD", "elements": ["H", "C", "H", "C", "H", "H", "O", "C", "H", "C", "H", "H", "C", "H", "N", "H"], "xyz": [[-1.286, -2.239, -0.023], [0.512, 1.690, -0.456], [-2.165, -1.290, -1.298], [-0.840, -0.076, -0.156], [0.529, 2.238, 1.522], [1.815, -0.981, -0.095], [2.784, -0.975, -0.131], [-0.304, 0.778, -1.120], [-0.458, 0.793, -2.185], [-1.724, -1.284, -0.303], [-2.545, -1.147, 0.412], [3.007, -1.512, 0.655], [-0.381, 0.352, 1.099], [-0.676, -0.027, 2.061], [0.371, 1.471, 0.883], [1.361, 2.207, -0.864]], "mulliken_charge": [0.255, -0.504, 0.331, 0.739, 0.216, 0.330, -0.644, -0.445, 0.388, -1.130, 0.296, 0.315, -0.878, 0.399, -0.007, 0.339], "charge": 0, "lumo_ev": 0.903, "gap_ha": 0.332, "smiles": "Cc1cc[nH]c1.O", "homo_ev": -8.12}



{"formula": "C5H9NO", "method": "ωB97M-V/def2-TZVPD", "elements": ["C", "H", "H", "C", "H", "H", "C", "N", "H", "C", "H", "H", "C", "O", "H", "H"], "xyz": [[-0.306, -0.036, -0.114], [-0.042, -1.980, 0.759], [-2.372, -0.385, -0.742], [1.960, 0.649, -0.154], [-1.287, 0.285, -1.993], [-1.397, -1.075, 1.473], [-0.654, 1.333, 0.394], [-1.020, 2.341, 0.826], [-1.126, -1.418, -1.502], [-0.369, -0.993, 1.096], [2.111, 0.292, 0.850], [1.719, 1.715, -0.166], [-1.360, -0.410, -1.154], [0.924, -0.079, -0.800], [0.257, -0.670, 1.934], [2.886, 0.515, -0.736]], "mulliken_charge": [1.482, 0.364, 0.390, -0.741, 0.365, 0.376, 0.002, -0.470, 0.377, -1.409, 0.301, 0.310, -1.549, -0.411, 0.331, 0.281], "charge": 0, "lumo_ev": 0.892, "gap_ha": 0.423, "smiles": "COC(C)(C)C#N", "homo_ev": -10.61}



{"formula": "C5H9NO", "method": "ωB97M-V/def2-TZVPD", "elements": ["H", "H", "C", "H", "H", "H", "C", "N", "H", "C", "H", "O", "H", "C", "C", "H"], "xyz": [[-1.940, -0.462, -0.860], [-1.360, 1.715, -1.526], [1.594, -1.359, -0.294], [-0.631, 0.487, 1.780], [2.382, -0.497, 0.610], [2.204, 0.765, -0.812], [-1.208, 0.081, -0.261], [-0.864, 1.442, -0.682], [-2.332, 0.077, 1.566], [0.066, 0.362, -0.962], [-1.104, -1.203, 1.480], [1.651, -2.429, 0.228], [1.287, 0.896, 0.713], [-1.318, -0.159, 1.226], [1.403, 0.316, -0.218], [0.166, -0.019, -1.978]], "mulliken_charge": [0.439, 0.263, 0.117, 0.302, 0.070, 0.409, 0.111, -0.687, 0.359, -0.012, 0.297, -0.408, 0.399, -1.323, -0.771, 0.435], "charge": 0, "lumo_ev": [0.150, 0.152], "gap_ha": [0.279, 0.279], "homo_ev": [-7.43, -7.43]}



{"formula": "C5H9NO", "method": "ωB97M-V/def2-TZVPD", "elements": ["H", "H", "H", "C", "C", "H", "C", "O", "C", "H", "H", "H", "N", "C", "H", "H"], "xyz": [[-0.918, -1.224, 1.391], [2.743, -0.075, 0.085], [-0.912, 2.484, 0.481], [0.520, -2.024, -1.303], [0.905, 0.402, -0.008], [1.430, -2.143, -1.915], [-0.468, 1.838, -0.278], [0.988, 1.755, -0.118], [-0.587, 0.327, -0.061], [-0.887, -0.260, -0.930], [0.613, -2.811, -0.531], [-0.715, 2.179, -1.286], [1.804, -0.484, 0.066], [-1.237, -0.192, 1.210], [-2.326, -0.180, 1.116], [-0.952, 0.408, 2.081]], "mulliken_charge": [0.277, 0.243, 0.270, -0.432, 0.367, 0.182, -0.444, -0.422, 0.247, 0.543, 0.168, 0.249, -0.637, -1.326, 0.369, 0.345], "charge": 0, "lumo_ev": 0.242, "gap_ha": 0.328, "homo_ev": -8.68}



{"formula": "C5H9NO", "method": "ωB97M-V/def2-TZVPD", "elements": ["H", "H", "C", "C", "C", "H", "H", "H", "O", "H", "H", "N", "H", "C", "C", "H"], "xyz": [[-0.240, -1.544, 0.059], [-3.610, 0.265, -0.690], [-2.616, -0.098, -0.956], [2.072, -0.149, 0.056], [-0.385, -0.571, -0.432], [2.796, 0.587, 0.418], [-0.251, -0.726, -1.516], [0.604, 1.355, -0.449], [0.459, 1.836, 2.053], [-2.464, -0.452, -1.986], [2.165, -1.051, 0.675], [-1.711, -0.098, -0.076], [-0.104, -0.102, 2.146], [0.295, 0.750, 1.553], [0.648, 0.416, 0.114], [2.343, -0.419, -0.970]], "mulliken_charge": [0.275, 0.268, -0.317, -1.434, -0.889, 0.371, 0.514, 0.173, -0.490, 0.226, 0.354, -0.276, 0.331, -0.042, 0.580, 0.354], "charge": 0, "lumo_ev": 0.973, "gap_ha": 0.385, "smiles": "C=NC[C@H](C)C=O", "homo_ev": -9.50}



{"formula": "C5H9NO", "method": "ωB97M-V/def2-TZVPD", "elements": ["C", "O", "H", "H", "H", "H", "H", "H", "C", "C", "H", "H", "C", "C", "N", "H"], "xyz": [[-0.509, -0.487, 1.695], [-0.725, 2.206, 0.244], [1.965, -0.978, 0.376], [-0.081, 0.187, 2.467], [-1.593, -0.390, 1.786], [0.405, -1.122, -1.881], [1.867, 0.484, -0.646], [-1.312, -1.239, -2.090], [1.521, 0.012, 0.279], [-0.013, -0.134, 0.281], [-0.199, -1.498, 1.968], [1.917, 0.630, 1.106], [-0.530, -0.713, -1.473], [-0.597, 1.130, -0.285], [-0.816, 0.699, -1.555], [-1.299, 1.214, -2.273]], "mulliken_charge": [-1.449, -0.625, 0.353, 0.309, 0.358, 0.212, 0.393, 0.306, -1.530, 1.375, 0.377, 0.384, -0.608, -0.010, -0.076, 0.232], "charge": 0, "lumo_ev": 0.857, "gap_ha": 0.373, "homo_ev": -9.29}



{"formula": "C5H9NO", "method": "ωB97M-V/def2-TZVPD", "elements": ["C", "O", "C", "H", "C", "H", "H", "H", "C", "N", "H", "H", "H", "H", "C", "H"], "xyz": [[-1.601, -0.720, 0.140], [-0.398, 0.304, 2.150], [-0.548, -0.033, 1.005], [1.495, 1.962, 0.132], [0.255, 0.227, -0.257], [-2.495, -0.126, 0.314], [0.672, -1.454, 0.920], [-1.824, -1.788, 0.223], [1.236, -0.887, 0.131], [-0.875, -0.273, -1.068], [-0.636, -1.020, -1.717], [-0.239, 2.262, 0.000], [2.107, -0.474, 0.640], [1.462, -1.641, -0.623], [0.598, 1.695, -0.431], [0.707, 2.012, -1.470]], "mulliken_charge": [-0.312, -0.613, -0.024, 0.299, 1.356, 0.260, 0.340, 0.281, -1.337, -0.589, 0.297, 0.298, 0.325, 0.347, -1.266, 0.336], "charge": 0, "lumo_ev": 0.901, "gap_ha": 0.366, "smiles": "CC1(C)NCC1=O", "homo_ev": -9.07}



Largest force on an atom, respectively: 1.99; 1.13; 2.11; 2.31; 0.69; 1.95; 1.01; 0.94; 0.64; 0.49; 1.91; 1.24 eV/A.
Energy above the lowest of the compared OMol25 structures with the same formula, charge and spin, respectively: 38.1; 79.3; 126.7; 77.2; 69.2; 29.7; 34.0; 168.7; 135.8; 40.8; 56.9; 58.5 kcal/mol.